1.
A molecular structure, C25H57NO20S7Zr. Source: the OMol25 dataset; level of theory: wB97M-V/def2-TZVPD.

Positions of all 111 atoms, in Å:
Zr 1.43 2.34 3.73
S 4.25 4.90 4.89
O 4.76 5.90 4.00
O 4.84 4.83 6.21
O 2.82 4.84 4.88
O 4.17 3.60 4.19
S 0.49 0.47 0.45
O -0.24 1.19 1.49
O 1.71 0.83 1.14
O 0.18 -0.89 0.35
O 0.58 1.12 -0.84
C -1.90 -7.11 -0.75
C -0.88 -6.35 -1.59
C -0.28 -7.43 -2.57
C 0.43 -6.88 -3.76
C -0.59 -6.06 -4.52
C -1.13 -4.86 -3.71
N -1.59 -5.28 -2.38
O -2.13 -4.30 -1.53
C -0.04 -3.78 -3.65
C -2.39 -4.41 -4.48
C 0.25 -5.81 -0.81
H -1.53 -8.12 -0.62
H -2.90 -6.99 -1.17
H -1.92 -6.50 0.16
H 0.41 -8.06 -2.00
H -1.07 -8.13 -2.85
H 0.81 -7.66 -4.42
H 1.23 -6.26 -3.35
H -1.41 -6.75 -4.73
H -0.14 -5.77 -5.47
H 0.16 -3.40 -4.65
H -0.49 -2.87 -3.25
H 0.78 -3.94 -2.96
H -2.19 -4.05 -5.49
H -3.16 -5.18 -4.56
H -2.89 -3.62 -3.93
H 1.05 -5.40 -1.43
H 0.67 -6.55 -0.12
H -0.07 -5.02 -0.14
H -1.39 -3.87 -1.10
C -4.65 2.28 -0.35
S -5.44 2.18 1.27
O -5.74 3.48 1.99
C -7.13 1.66 0.81
H -5.16 3.00 -0.99
H -4.47 1.38 -0.93
H -3.64 2.60 -0.10
H -7.56 1.28 1.74
H -7.12 0.91 0.01
H -7.70 2.52 0.44
C 3.62 5.58 -0.65
S 1.88 5.88 -0.04
O 1.59 5.11 1.29
C 2.21 7.58 0.59
H 4.07 6.36 -1.27
H 3.53 4.65 -1.21
H 4.34 5.19 0.06
H 1.43 8.14 0.07
H 3.14 8.00 0.20
H 2.28 7.44 1.67
C 6.16 -0.41 4.68
S 4.64 -1.50 4.71
O 3.43 -0.61 4.37
C 4.84 -2.37 3.14
H 6.27 0.10 3.72
H 6.99 -1.08 4.89
H 6.03 0.26 5.53
H 5.11 -1.68 2.34
H 3.88 -2.83 2.91
H 5.56 -3.19 3.23
C -2.15 6.08 6.96
S -2.55 5.20 5.33
O -1.32 4.29 5.16
C -2.26 6.73 4.28
H -1.19 6.58 6.93
H -2.22 5.32 7.74
H -2.95 6.78 7.19
H -2.81 7.54 4.75
H -2.53 6.51 3.24
H -1.25 7.11 4.17
C -1.96 -2.92 4.74
S -1.92 -1.41 5.86
O -1.06 -0.36 5.13
C -3.63 -0.82 5.59
H -0.92 -3.24 4.71
H -2.40 -2.72 3.76
H -2.44 -3.79 5.20
H -3.98 -0.90 4.56
H -3.75 0.23 5.88
H -4.37 -1.35 6.18
C 4.77 -0.13 -3.65
C 4.22 -0.49 -5.01
O 5.34 -0.29 -5.86
C 6.40 0.03 -5.17
O 7.49 0.20 -5.68
O 6.11 0.09 -3.94
H 4.51 -0.86 -2.88
H 4.23 0.78 -3.39
H 3.43 0.18 -5.34
H 3.89 -1.52 -4.88
C -2.13 1.81 -5.32
C -1.88 3.28 -5.10
O -3.10 3.80 -5.60
C -3.98 2.94 -6.07
O -5.07 3.33 -6.45
O -3.50 1.76 -5.84
H -2.10 1.23 -4.40
H -1.37 1.51 -6.04
H -0.87 3.38 -5.49
H -1.79 3.46 -4.03

Calculated values
* E_HOMO: -8.174 eV
* max |F|: 7.9 eV Å⁻¹
* DFT total energy: -146394.5980 eV

2.
A molecular structure, C25H58B2MgO11S4. Source: the OMol25 dataset; level of theory: wB97M-V/def2-TZVPD.

Positions of all 101 atoms, in Å:
Mg 0.37 0.68 1.64
B 0.18 -0.48 0.06
H 1.20 -0.14 -0.02
H 0.02 -1.00 0.99
H -0.38 0.44 0.10
H -0.15 -1.14 -0.72
B 1.03 2.61 1.60
H 1.94 3.15 1.83
H 0.20 3.27 1.39
H 1.19 2.05 0.69
H 0.83 1.97 2.44
C 0.50 -5.37 -4.15
C -0.15 -4.11 -4.57
O 0.27 -3.55 -5.60
C -1.03 -3.36 -3.56
H -0.05 -5.77 -3.29
H 1.56 -5.23 -3.93
H 0.50 -6.07 -4.98
H -0.63 -3.43 -2.55
H -2.04 -3.77 -3.53
H -1.05 -2.31 -3.86
C 1.81 0.43 -5.32
C 2.37 0.26 -3.87
O 3.28 0.95 -3.45
C 1.77 -0.87 -2.95
H 0.72 0.47 -5.26
H 2.02 -0.46 -5.90
H 2.22 1.29 -5.84
H 1.95 -1.84 -3.41
H 0.69 -0.77 -2.78
H 2.22 -0.91 -1.96
C -4.50 -0.80 -2.43
C -4.31 -1.72 -1.18
O -5.24 -1.96 -0.39
C -2.86 -2.10 -0.85
H -5.57 -0.61 -2.41
H -4.33 -1.45 -3.29
H -3.84 0.07 -2.36
H -2.17 -1.37 -1.28
H -2.58 -3.06 -1.28
H -2.73 -2.09 0.23
C 2.06 -2.59 5.64
C 1.30 -3.75 5.03
C 0.72 -3.13 3.69
S -0.12 -1.54 4.22
O -1.38 -1.90 4.86
O 0.03 -0.51 3.20
C 1.12 -1.29 5.56
H 2.98 -2.38 5.09
H 2.39 -2.81 6.66
H 0.44 -4.00 5.64
H 1.73 -4.74 4.88
H 0.01 -3.71 3.10
H 1.46 -2.77 2.98
H 0.54 -1.19 6.48
H 1.61 -0.33 5.37
C -4.93 1.46 3.37
C -5.18 1.55 1.83
C -3.87 1.37 1.09
S -2.63 2.12 2.16
O -2.60 3.58 2.26
O -1.41 1.32 2.06
C -3.45 1.44 3.66
H -5.45 0.57 3.73
H -5.39 2.26 3.95
H -5.48 2.56 1.54
H -6.01 0.95 1.47
H -3.81 1.77 0.08
H -3.49 0.35 1.09
H -3.03 1.96 4.52
H -3.12 0.40 3.76
C 5.47 1.45 0.51
C 5.95 1.51 1.94
C 4.74 1.21 2.84
S 3.79 -0.15 1.99
O 2.34 0.04 2.07
O 4.37 -1.47 2.29
C 4.47 0.30 0.28
H 6.38 1.43 -0.10
H 4.89 2.36 0.35
H 6.38 2.48 2.18
H 6.67 0.72 2.15
H 4.15 2.12 2.79
H 4.82 1.04 3.92
H 3.61 0.51 -0.37
H 4.87 -0.59 -0.20
C -1.18 4.34 -3.58
C 0.24 3.91 -3.24
C 0.12 2.86 -2.10
S -1.41 1.80 -2.63
O -2.22 1.52 -1.43
O -1.01 0.73 -3.55
C -2.12 3.15 -3.68
H -1.20 4.91 -4.50
H -1.56 4.96 -2.77
H 0.81 4.80 -2.96
H 0.73 3.47 -4.11
H -0.12 3.42 -1.19
H 1.03 2.31 -1.87
H -3.14 3.27 -3.32
H -2.17 2.68 -4.66

Calculated values
* E_HOMO: -9.083 eV
* max |F|: 4.1 eV Å⁻¹
* DFT total energy: -99520.9742 eV
* ΔE to the lowest compared entry with this formula, charge and spin: 3.3640 eV

3.
A molecular structure, C25H58BBr4Cl9F2IMgN8O12PS. Source: the OMol25 dataset; level of theory: wB97M-V/def2-TZVPD.

Positions of all 123 atoms, in Å:
C -1.67 1.51 -3.13
C -2.09 -0.10 -3.35
C -1.02 -1.16 -2.78
F 0.01 -0.20 -2.25
N -1.46 -2.30 -1.92
C -1.84 -3.40 -2.94
Br -0.18 -4.36 -3.70
C -2.55 -3.13 -4.32
C -2.68 -4.59 -5.15
Br -4.38 -2.41 -4.53
C -2.55 -2.08 -0.92
N -3.98 -2.01 -1.37
C -2.35 -0.92 0.24
C -3.27 0.43 0.03
C -2.95 1.78 0.82
N -4.15 2.07 1.75
N -1.75 1.91 1.68
N -2.94 3.00 -0.13
O -3.00 -1.55 1.44
N -2.83 -0.86 2.55
O -3.46 -1.43 3.45
O -0.94 -0.68 0.46
C -0.06 -1.82 0.33
C -0.03 -2.61 1.80
C 0.25 -1.55 3.07
C -0.47 -2.17 4.45
I 1.13 -2.67 5.93
B 1.55 -1.31 0.36
N 1.78 0.15 0.73
O 2.66 -2.28 0.07
C -0.30 -2.76 -1.00
P -0.19 -4.48 -0.27
N 1.44 -5.11 -0.86
O -1.25 -5.72 -0.89
H -1.54 1.80 -2.01
H -0.74 1.75 -3.79
H -2.58 2.11 -3.63
H -2.12 -0.20 -4.54
H -3.20 -0.19 -3.03
H -0.41 -1.53 -3.75
H -2.54 -4.13 -2.35
H -1.86 -2.49 -5.06
H -1.86 -4.68 -6.01
H -3.70 -4.65 -5.76
H -2.72 -5.51 -4.43
H -2.59 -3.11 -0.31
H -4.64 -1.88 -0.54
H -4.26 -2.99 -1.68
H -3.42 0.75 -1.11
H -4.38 0.10 0.34
H -4.48 1.20 2.22
H -4.91 2.55 1.22
H -1.32 2.88 1.65
H -1.90 1.70 2.69
H -3.25 3.79 0.50
H -1.95 3.23 -0.41
H 0.94 -3.29 1.94
H -1.03 -3.14 2.09
H 1.40 -1.49 3.35
H -0.24 -0.50 2.93
H -1.18 -1.38 4.95
H -1.03 -3.18 4.26
H 2.59 0.20 1.42
H 2.03 0.68 -0.13
H 3.26 -1.79 -0.56
H 0.70 -2.56 -1.63
H 1.30 -6.03 -1.33
H 1.98 -5.21 0.04
H -2.11 -5.77 -0.36
O -0.70 2.77 4.21
H -0.81 3.47 4.82
C 3.49 -7.01 -5.93
C 3.02 -5.91 -6.86
C 3.40 -4.54 -6.33
O 1.60 -5.98 -7.00
H 3.03 -6.92 -4.94
H 3.20 -8.00 -6.32
H 4.58 -6.99 -5.81
H 3.46 -6.05 -7.85
H 2.94 -4.35 -5.35
H 3.04 -3.75 -7.00
H 4.49 -4.44 -6.22
H 1.21 -5.86 -6.12
O 0.53 5.30 4.77
H 0.38 5.16 3.80
H 0.10 6.14 5.08
H 1.49 5.29 5.00
C -7.51 -3.33 -0.34
Cl -6.82 -2.33 0.96
Cl -8.55 -2.35 -1.39
Cl -6.21 -4.09 -1.28
H -8.11 -4.12 0.12
Br 0.08 8.69 6.57
C 1.79 8.70 5.62
C 2.75 9.70 6.22
Br 2.29 11.52 5.69
H 1.57 8.89 4.57
H 2.18 7.68 5.73
H 3.76 9.54 5.85
H 2.76 9.69 7.32
C 2.38 9.30 10.49
Cl 3.13 10.66 9.65
Cl 0.63 9.52 10.60
Cl 2.76 7.77 9.66
H 2.79 9.25 11.50
C 2.22 3.66 -3.44
Cl 3.46 2.92 -4.46
Cl 0.85 4.20 -4.42
Cl 1.68 2.53 -2.19
H 2.65 4.54 -2.94
F -1.20 -3.65 -7.48
Mg -2.83 -6.70 -3.58
C 5.75 1.21 0.88
C 6.41 2.26 1.76
O 5.92 3.51 1.27
S 4.41 3.31 0.71
O 3.48 3.71 1.75
O 4.35 3.82 -0.64
O 4.42 1.68 0.64
H 6.26 1.13 -0.09
H 5.73 0.22 1.35
H 7.50 2.23 1.71
H 6.09 2.16 2.80

Calculated values
* charge: +2
* E_HOMO: -10.955 eV
* max |F|: 6.2 eV Å⁻¹
* DFT total energy: -495971.1711 eV

4.
A molecular structure, C25H58BBrN2O11S5Sb. Source: the OMol25 dataset; level of theory: wB97M-V/def2-TZVPD.

Positions of all 104 atoms, in Å:
C -3.70 -2.83 1.47
N -3.66 -1.39 1.22
C -2.35 -0.92 0.79
B -4.74 -0.91 0.34
O -4.87 -1.44 -0.94
Sb -6.12 0.75 1.13
N -6.52 -0.55 2.79
C -7.90 0.01 0.03
C -9.07 -0.36 0.93
C -9.03 -1.78 1.42
Br -9.39 -3.05 -0.04
H -4.28 -3.02 2.37
H -4.19 -3.39 0.68
H -2.71 -3.23 1.61
H -2.43 0.15 0.64
H -1.99 -1.36 -0.14
H -1.63 -1.08 1.59
H -5.60 -2.07 -0.98
H -7.14 2.00 1.89
H -4.71 1.42 2.04
H -5.72 1.83 -0.23
H -5.60 -0.79 3.16
H -6.99 -0.06 3.54
H -8.22 0.83 -0.61
H -7.63 -0.81 -0.63
H -9.99 -0.22 0.38
H -9.11 0.33 1.78
H -9.76 -1.95 2.20
H -8.06 -2.04 1.81
C 3.10 -1.66 -0.38
C 3.42 -3.15 -0.25
C 2.37 -3.76 0.69
S 0.90 -2.74 0.51
O 0.66 -2.06 1.76
O -0.13 -3.51 -0.14
C 1.61 -1.57 -0.64
H 3.64 -1.17 -1.19
H 3.36 -1.14 0.55
H 3.35 -3.62 -1.23
H 4.43 -3.33 0.12
H 2.11 -4.78 0.44
H 2.68 -3.70 1.73
H 1.18 -0.60 -0.44
H 1.36 -1.90 -1.64
C 4.20 1.68 -5.56
C 5.55 1.63 -4.83
C 5.32 0.95 -3.48
S 3.92 -0.16 -3.72
O 2.83 0.32 -2.92
O 4.37 -1.53 -3.64
C 3.60 0.28 -5.42
H 4.31 1.96 -6.61
H 3.55 2.41 -5.09
H 6.27 1.06 -5.42
H 5.97 2.63 -4.70
H 6.17 0.37 -3.15
H 5.03 1.66 -2.71
H 2.53 0.24 -5.60
H 4.12 -0.44 -6.05
C -0.32 3.39 0.96
C -1.18 4.51 0.35
C -0.43 5.04 -0.88
S 0.56 3.68 -1.50
O 1.96 4.01 -1.35
O 0.05 3.24 -2.77
C 0.11 2.51 -0.21
H -0.86 2.82 1.71
H 0.57 3.83 1.44
H -2.15 4.10 0.06
H -1.36 5.30 1.07
H -1.10 5.37 -1.66
H 0.26 5.84 -0.61
H 0.97 1.88 0.00
H -0.72 1.91 -0.59
C 4.41 8.86 0.00
C 4.59 7.35 0.25
C 3.57 6.94 1.32
S 2.19 8.09 1.15
O 2.09 8.89 2.35
O 1.05 7.38 0.64
C 2.91 9.08 -0.15
H 4.95 9.19 -0.89
H 4.79 9.43 0.85
H 4.39 6.80 -0.67
H 5.60 7.11 0.57
H 3.19 5.93 1.17
H 3.96 7.06 2.33
H 2.60 10.12 -0.02
H 2.54 8.70 -1.10
C 0.19 -8.33 2.51
C 1.12 -9.30 3.26
C 2.37 -9.49 2.40
S 2.56 -7.98 1.45
O 2.39 -8.28 0.06
O 3.72 -7.26 1.92
C 1.08 -7.18 2.06
H -0.62 -7.98 3.14
H -0.25 -8.83 1.64
H 1.39 -8.87 4.23
H 0.63 -10.26 3.46
H 3.27 -9.64 3.00
H 2.26 -10.31 1.69
H 0.64 -6.58 1.26
H 1.36 -6.54 2.89

Calculated values
* charge: -1
* E_HOMO: -2.999 eV
* max |F|: 0.8 eV Å⁻¹
* DFT total energy: -183797.5384 eV

For each record above, in turn, the calculated orbital gap values are 3.94 9.42 1.20 4.61 eV.